P.
The following is a DFT calculation (the ωB97M-V functional and the def2-TZVPD basis) of the molecule C2H5NOS2.

Each line ends with the Löwdin charge.
Geometry (Å):
C1 2.129 0.454 -0.007  -0.4199
S1 0.981 -0.966 0.002  0.8355
C2 -0.572 -0.153 0.023  -1.1091
S2 -0.843 1.531 0.021  0.6019
N1 -1.600 -0.963 0.057  -0.1702
O1 -2.905 -0.531 -0.030  -0.0425
H1 3.179 0.143 -0.065  0.0390
H2 1.942 1.070 -0.896  0.0289
H3 1.953 0.983 0.962  0.0416
H4 -1.490 -2.016 0.051  0.1781
H5 -2.773 0.449 -0.120  0.0166

Its net charge is 0. The calculation puts the highest occupied orbital energy at -8.87 eV. As for the SMILES: CSC(=S)NO. The molar mass is 123.202 g/mol. The value obtained for the orbital gap is 9.44 eV.


Q.
The following is a DFT calculation (the ωB97M-V functional and the def2-TZVPD basis) of the molecule C2H5NOS2.

Each line ends with the Löwdin charge.
Geometry (Å):
C1 1.396 0.885 1.474  -0.0073
O1 0.659 -0.382 1.065  -0.1679
C2 -0.410 -0.341 0.407  -1.0597
S1 -1.787 -1.241 0.685  0.6466
N1 -0.343 0.465 -0.745  -0.5078
S2 0.986 0.650 -1.699  0.7311
H1 0.788 1.623 0.842  0.0768
H2 2.499 0.783 1.294  0.0939
H3 1.131 1.061 2.646  0.1394
H4 -1.268 0.342 -1.246  0.0853
H5 0.868 2.170 -1.898  -0.0304

Its net charge is 0. The calculation puts the highest occupied orbital energy at -8.61 eV. As for the SMILES: COC(=S)NS. The molar mass is 123.202 g/mol. The value obtained for the orbital gap is 8.85 eV.


Result of the stability comparison: Q is the least stable of them.


P.
The following is a DFT calculation (the ωB97M-V functional and the def2-TZVPD basis) of the molecule C22H20N4O3.

Each line ends with the Löwdin charge.
Geometry (Å):
C1 -3.229 -5.824 -3.572  -0.1125
C2 -3.193 -5.549 -2.051  -0.2140
C3 -3.387 -4.047 -1.726  -0.2245
O1 -2.209 -3.275 -1.953  -0.0536
C4 -2.201 -2.015 -1.392  -0.2835
C5 -3.289 -1.153 -1.526  0.0011
C6 -3.218 0.160 -1.026  0.0179
C7 -2.020 0.653 -0.468  -0.1489
C8 -0.924 -0.245 -0.347  -0.0436
C9 -1.047 -1.573 -0.818  0.0608
C10 0.311 0.154 0.440  -0.3449
C11 0.414 -0.573 1.799  -0.0680
O2 1.696 -1.173 1.846  0.0475
C12 2.178 -1.009 0.604  -0.5047
N1 3.241 -1.708 0.127  0.1671
N2 1.522 -0.292 -0.244  0.1658
C13 0.398 1.655 0.650  -0.0691
C14 1.603 2.217 1.114  0.0493
C15 1.772 3.613 1.217  -0.1505
C16 3.063 4.184 1.707  -0.1507
C17 4.210 3.403 1.651  -0.0839
N3 5.372 3.816 2.148  0.0835
C18 5.379 5.015 2.795  -0.1834
N4 4.308 5.798 2.880  0.0694
C19 3.178 5.411 2.294  -0.0901
C20 0.656 4.402 0.916  -0.0262
C21 -0.549 3.838 0.540  0.0148
C22 -0.703 2.454 0.372  -0.1743
O3 -1.932 1.985 -0.046  0.0577
H1 -2.263 -5.553 -4.032  0.0788
H2 -3.405 -6.864 -3.742  0.0489
H3 -4.066 -5.285 -4.068  0.0802
H4 -4.019 -6.148 -1.580  0.1198
H5 -2.198 -5.808 -1.652  0.1117
H6 -3.691 -3.977 -0.679  0.1239
H7 -4.228 -3.644 -2.310  0.1103
H8 -4.238 -1.536 -1.940  0.1178
H9 -4.088 0.831 -1.057  0.1232
H10 -0.223 -2.228 -0.730  0.1207
H11 -0.408 -1.279 1.916  0.1343
H12 0.350 0.153 2.615  0.1376
H13 3.162 -1.802 -0.874  0.1091
H14 3.416 -2.551 0.639  0.0989
H15 2.414 1.516 1.383  0.1205
H16 4.219 2.450 1.147  0.1120
H17 6.269 5.440 3.249  0.1039
H18 2.284 6.024 2.438  0.1180
H19 0.712 5.484 0.986  0.1092
H20 -1.400 4.457 0.361  0.1128

Its net charge is 0. The calculation puts the highest occupied orbital energy at -8.17 eV. As for the SMILES: CCCOc1ccc2c(c1)[C@]1(COC(N)=N1)c1cc(-c3cncnc3)ccc1O2. The molar mass is 388.427 g/mol. The value obtained for the orbital gap is 8.61 eV.


Q.
The following is a DFT calculation (the ωB97M-V functional and the def2-TZVPD basis) of the molecule C22H20N4O3.

Each line ends with the Löwdin charge.
Geometry (Å):
C1 0.592 0.351 4.589  -0.0568
C2 1.140 1.770 4.470  -0.2385
O1 0.120 2.740 4.356  -0.0606
C3 -0.571 2.860 3.171  -0.1849
C4 -0.269 2.230 1.981  0.0390
C5 -1.038 2.464 0.839  -0.1744
C6 -0.699 1.770 -0.408  -0.1110
C7 -0.336 0.427 -0.400  0.0335
C8 -0.017 -0.217 -1.594  -0.2121
C9 0.379 -1.627 -1.636  -0.1685
C10 0.946 -2.275 -0.540  -0.0149
C11 1.309 -3.605 -0.603  0.0003
C12 1.109 -4.327 -1.777  -0.2169
N1 1.446 -5.675 -1.908  0.1145
C13 1.986 -6.525 -0.983  -0.5120
C14 2.192 -7.919 -1.543  -0.0015
O2 2.272 -6.218 0.150  0.0713
C15 0.553 -3.682 -2.883  -0.0186
C16 0.199 -2.354 -2.813  -0.0214
N2 -0.070 0.411 -2.769  0.1643
C17 -0.415 1.687 -2.812  -0.3214
N3 -0.494 2.257 -4.039  0.1571
C18 -0.729 2.431 -1.643  -0.1116
C19 -0.997 3.802 -1.782  -0.2166
N4 -1.174 4.919 -1.991  0.1772
C20 -2.121 3.331 0.910  -0.0269
C21 -2.435 3.960 2.101  0.0139
C22 -1.670 3.738 3.233  -0.2392
O3 -1.978 4.361 4.397  0.0846
H1 0.020 0.081 3.704  0.0652
H2 -0.062 0.277 5.454  0.0811
H3 1.413 -0.350 4.706  0.0791
H4 1.842 1.850 3.632  0.1189
H5 1.669 2.043 5.387  0.1255
H6 0.584 1.574 1.904  0.1148
H7 -0.347 -0.120 0.528  0.1107
H8 1.132 -1.733 0.375  0.1085
H9 1.750 -4.092 0.250  0.0996
H10 1.253 -6.065 -2.821  0.1408
H11 2.865 -7.886 -2.397  0.0830
H12 1.241 -8.341 -1.861  0.0831
H13 2.623 -8.551 -0.773  0.0835
H14 0.400 -4.234 -3.801  0.1096
H15 -0.229 -1.853 -3.667  0.1071
H16 -0.130 1.733 -4.816  0.1054
H17 -0.583 3.255 -4.120  0.0902
H18 -2.738 3.501 0.042  0.1147
H19 -3.275 4.631 2.171  0.1232
H20 -1.332 4.082 5.062  0.1082

Its net charge is 0. The calculation puts the highest occupied orbital energy at -8.17 eV. As for the SMILES: CCOc1cc(-c2cc(-c3ccc(NC(C)=O)cc3)nc(N)c2C#N)ccc1O. The molar mass is 388.427 g/mol. The value obtained for the orbital gap is 8.11 eV.


Result of the stability comparison: P is the least stable of them.


P.
The following is a DFT calculation (the ωB97M-V functional and the def2-TZVPD basis) of a cluster of 2 separate species, C2H8NO2P in total.

Each line ends with the Löwdin charge.
Geometry (Å):
C1 -0.282 -1.936 -0.860  -0.1830
C2 2.220 0.954 0.518  0.0461
N1 -1.965 1.549 -0.075  -0.0092
O1 -1.065 -0.672 1.524  -0.3712
O2 -1.159 0.583 -0.701  -0.3854
P1 -0.325 -0.483 0.269  0.7016
H1 0.270 -2.737 -0.375  0.0423
H2 -1.316 -2.239 -1.029  0.0533
H3 0.189 -1.660 -1.797  0.0404
H4 2.809 0.397 -0.183  -0.0293
H5 1.889 1.928 0.217  -0.0252
H6 2.401 0.792 1.563  -0.0212
H7 -1.385 2.365 0.113  0.0767
H8 -2.281 1.158 0.816  0.0642

Its net charge is 0. The calculation puts the highest occupied orbital energy (spin up / spin down) at -8.93 / -8.40 eV. The molar mass is 109.065 g/mol. The value obtained for the orbital gap (spin up / spin down) is 8.14 / 8.15 eV.


Q.
The following is a DFT calculation (the ωB97M-V functional and the def2-TZVPD basis) of a structure of composition C2H8NO2P.

Each line ends with the Löwdin charge.
Geometry (Å):
C1 1.004 -1.065 0.665  -0.1907
C2 -0.833 -0.436 -0.518  -0.4115
N1 0.162 -1.374 -0.405  -0.2043
O1 -1.540 2.264 -0.800  -0.3306
O2 0.532 1.828 0.432  -0.2472
P1 -0.428 1.338 -0.762  0.5226
H1 1.651 -0.144 0.584  0.0865
H2 0.353 -0.940 1.487  0.0458
H3 1.645 -2.001 0.972  0.1216
H4 -1.609 -0.554 -1.340  0.0995
H5 -1.668 -0.392 0.583  0.1847
H6 -0.320 -2.310 -0.272  0.1529
H7 0.749 1.241 -1.679  0.0756
H8 0.301 2.544 1.051  0.0950

Its net charge is 0. The calculation puts the highest occupied orbital energy at -9.35 eV. The molar mass is 109.065 g/mol. The value obtained for the orbital gap is 10.19 eV.


R.
The following is a DFT calculation (the ωB97M-V functional and the def2-TZVPD basis) of a cluster of 2 separate species, C2H8NO2P in total.

Each line ends with the Löwdin charge.
Geometry (Å):
C1 -0.598 -0.647 1.208  -0.2094
C2 -0.561 -0.532 -1.570  -0.1529
N1 0.084 1.904 0.106  -0.0009
O1 -2.233 0.992 -0.010  -0.3513
O2 2.053 1.220 0.368  -0.1000
P1 -0.809 0.478 -0.126  0.4237
H1 -1.490 -1.446 1.317  0.1241
H2 0.331 -1.120 1.332  0.0177
H3 -0.658 -0.015 2.156  0.0804
H4 0.438 -0.777 -1.639  0.0194
H5 -0.903 -1.497 -1.092  0.0751
H6 -1.005 -0.295 -2.489  0.0416
H7 0.278 2.354 -0.820  0.0619
H8 2.478 1.976 0.698  -0.0294

Its net charge is 0. The calculation puts the highest occupied orbital energy (spin up / spin down) at -10.09 / -10.18 eV. The molar mass is 109.065 g/mol. The value obtained for the orbital gap (spin up / spin down) is 8.60 / 8.69 eV.


Result of the stability comparison: R is the least stable of them.